# 1
64
Properties=species:S:1:pos:R:3 method="wB97M-V/def2-TZVPD" total_charge=0 energy_ev=-48953.487 smiles="CB(O)[C@@H](N)OC=O.COC(=O)OC.COC(=O)OC.COC(=O)OC.COC(=O)OC"
C -2.4829 3.5549 -1.6567
B -1.0100 3.4091 -1.1474
O -0.2281 4.5556 -1.0864
C -0.3145 2.0433 -0.6380
N -1.2276 1.2254 0.1608
O 0.3530 1.2877 -1.6793
C -0.3993 0.9639 -2.7384
O -1.4884 0.5491 -2.7136
H -2.5098 4.2762 -2.4641
H -3.0671 4.0097 -0.8579
H -2.9729 2.6294 -1.9278
H -0.0037 4.6722 -0.1533
H 0.4876 2.3368 0.0349
H -1.3041 0.2921 -0.2107
H -2.1340 1.6576 0.2437
H 0.1134 1.0857 -3.6964
C 2.5708 -3.0540 2.8637
O 3.3044 -2.2099 1.9742
C 2.6155 -1.8017 0.9102
O 1.4720 -2.0834 0.6560
O 3.4144 -1.0294 0.1744
C 2.7989 -0.5018 -1.0034
H 3.2382 -3.3154 3.6794
H 1.7081 -2.5279 3.2691
H 2.2576 -3.9659 2.3581
H 1.9582 0.1250 -0.7408
H 2.4828 -1.3053 -1.6680
H 3.5444 0.1044 -1.5113
C -0.0301 -6.8073 1.5298
O 1.1116 -7.0051 2.3665
C 1.0605 -8.1076 3.1153
O 0.1637 -8.9083 3.1339
O 2.1788 -8.1661 3.8404
C 2.2630 -9.3052 4.6978
H 0.1390 -5.8848 0.9810
H -0.1357 -7.6284 0.8232
H -0.9328 -6.7045 2.1292
H 2.2483 -10.2256 4.1170
H 1.4504 -9.3025 5.4219
H 3.2100 -9.2320 5.2250
C 2.9802 4.0679 5.0293
O 2.2486 3.6175 3.8887
C 2.2527 2.2918 3.7242
O 2.8024 1.4949 4.4374
O 1.5405 2.0092 2.6342
C 1.4582 0.6133 2.3271
H 2.8984 5.1511 5.0476
H 2.5532 3.6625 5.9448
H 4.0295 3.7907 4.9471
H 0.9704 0.0727 3.1364
H 2.4492 0.2149 2.1441
H 0.8539 0.5158 1.4307
C -2.7615 2.9255 -5.3443
O -3.6608 3.9859 -5.0209
C -4.4123 4.4000 -6.0428
O -4.3846 3.9625 -7.1625
O -5.1988 5.3835 -5.6045
C -6.0662 5.9288 -6.5996
H -2.2166 2.6846 -4.4362
H -3.3063 2.0421 -5.6714
H -2.0539 3.2393 -6.1102
H -6.7437 5.1660 -6.9788
H -5.4908 6.3624 -7.4155
H -6.6450 6.7111 -6.1169


# 2
60
Properties=species:S:1:pos:R:3 method="wB97M-V/def2-TZVPD" total_charge=+1 energy_ev=-42688.292
C -0.8173 1.2890 -3.4379
C 0.4551 0.4143 -3.5224
F 0.7161 -0.0156 -4.8325
C 0.4709 -0.8510 -2.5986
N -0.6093 -0.8725 -1.5743
C -1.7510 -1.4582 -1.8981
N -2.8544 -1.6092 -1.0682
C -3.8146 -2.2066 -1.7646
N -3.3846 -2.4996 -3.0336
N -2.1326 -2.0297 -3.0429
C -0.3103 -0.2932 -0.2766
F -1.3554 0.3069 0.3051
F 0.6352 0.6815 -0.4599
C 0.3859 -1.3791 0.6308
F 0.0001 -2.6565 0.2992
F 0.2835 -1.1223 1.9470
H -0.5766 2.2438 -3.9573
H -1.1043 1.5650 -2.4039
H -1.6859 0.7757 -3.9122
H 1.3205 1.0455 -3.2275
H 1.4364 -1.0042 -2.0719
H 0.3462 -1.7501 -3.2426
H -4.8227 -2.4380 -1.3916
H -3.8970 -2.9474 -3.7853
H -1.5940 -2.1485 -3.8980
H 1.4725 -1.3337 0.3813
C 1.9834 6.5203 -0.8146
C 2.4467 5.5606 -1.9061
C 1.5854 5.6119 -3.1803
O 0.3316 4.9519 -3.0699
C -0.6843 5.7147 -2.4372
N 2.5104 4.2026 -1.3503
H 1.0998 6.1590 -0.2873
H 2.7680 6.6484 -0.0674
H 1.7561 7.5053 -1.2282
H 3.4603 5.8597 -2.1890
H 2.1247 5.0821 -3.9713
H 1.4497 6.6410 -3.5333
H -0.5994 6.7798 -2.6644
H -0.6654 5.5539 -1.3573
H -1.6471 5.3561 -2.8049
H 2.9139 3.5825 -2.0490
H 1.5524 3.8698 -1.2554
C -0.6171 -3.0125 4.5816
C 0.2304 -3.5367 5.7370
C 1.1902 -4.6703 5.3333
O 0.5697 -5.9334 5.1570
C -0.0576 -6.1158 3.9015
N -0.6583 -3.9421 6.8306
H -1.4404 -3.6817 4.3291
H -1.0604 -2.0502 4.8449
H -0.0105 -2.8636 3.6861
H 0.8453 -2.7029 6.0901
H 1.9061 -4.8096 6.1481
H 1.7781 -4.4021 4.4454
H 0.4822 -5.6099 3.0955
H -1.0940 -5.7721 3.9386
H -0.0743 -7.1861 3.6909
H -0.0921 -4.1973 7.6360
H -1.0960 -4.8197 6.5568


# 3
59
Properties=species:S:1:pos:R:3 method="wB97M-V/def2-TZVPD" total_charge=+3 energy_ev=-61874.722
Hg 1.0088 -0.6227 -6.4959
Hg 5.2700 -3.9663 -3.3698
O -0.1047 -0.8179 0.4566
C 0.7723 -1.0411 -0.4925
O 1.5556 -1.9565 -0.4679
O 0.6943 -0.3548 -1.5143
H 0.5399 -1.2646 1.0102
C 4.0520 1.2113 5.6075
C 5.4398 1.5723 6.1885
N 5.8767 2.9671 5.7496
C 6.3325 2.7711 4.3064
C 5.2880 3.6089 3.5126
C 6.9303 3.6012 6.5513
C 6.6361 3.8383 8.0579
H 4.0695 1.0569 4.5286
H 3.2650 1.9605 5.6939
H 3.8449 0.2500 6.0778
H 5.3685 1.4581 7.2701
H 6.1628 0.8017 5.9210
H 7.3343 3.1490 4.1021
H 6.1183 1.7832 3.8987
H 5.5541 4.6626 3.5967
H 5.1499 3.3660 2.4590
H 4.2359 3.5634 3.7939
H 6.8876 4.6227 6.1734
H 7.8333 2.9965 6.4685
H 5.8644 4.6062 8.1127
H 7.4147 4.3584 8.6159
H 6.3153 2.9498 8.6016
C -3.3646 -8.3422 -3.0430
C -3.6463 -8.3918 -4.5137
C -4.6573 -7.1912 -4.8876
S -4.0298 -5.7492 -3.8480
O -5.1502 -5.1005 -3.0762
O -3.1635 -4.8950 -4.6949
C -3.0777 -6.8471 -2.6577
H -2.5775 -8.9617 -2.6133
H -4.3348 -8.6573 -2.6588
H -4.0900 -9.3858 -4.5705
H -2.8934 -8.3651 -5.3015
H -5.6257 -7.4355 -4.4510
H -4.7852 -6.8210 -5.9048
H -3.4673 -6.6398 -1.6611
H -2.0469 -6.4990 -2.7252
C -6.5577 3.6934 -3.3700
C -5.3363 4.4461 -2.6366
C -4.3588 4.9325 -3.7434
S -4.3860 3.6616 -5.0603
O -3.0907 3.0085 -5.0421
O -4.8082 4.3361 -6.3144
C -5.8061 2.7947 -4.3330
H -7.2247 4.3130 -3.9694
H -7.1495 3.0656 -2.7039
H -4.8391 3.6860 -2.0340
H -5.5029 5.2511 -1.9207
H -3.3281 4.9329 -3.3887
H -4.6496 5.7826 -4.3606
H -5.4020 1.9381 -3.7936
H -6.3606 2.3087 -5.1357


# 4
59
Properties=species:S:1:pos:R:3 method="wB97M-V/def2-TZVPD" total_charge=-1 energy_ev=-52159.102
C 0.7913 1.4096 3.4800
C -0.3660 0.5121 3.7696
N -0.3576 -0.1180 4.8770
C -1.5225 0.3769 2.7947
C -1.3644 -0.4258 1.4739
C -0.1364 -1.3198 1.4500
O 0.8762 -0.4707 0.9290
B 0.1754 0.3298 -0.1226
C 0.4268 -0.3419 -1.5875
C -0.5343 0.0473 -2.7184
N -0.1510 1.2128 -3.5321
P 0.8207 2.2805 -0.1594
S -0.3251 3.7402 0.6238
O -1.2243 0.3299 0.2809
H 1.4266 1.4555 4.3637
H 1.3578 1.0090 2.6404
H 0.4495 2.4056 3.2037
H -1.2004 -0.6913 4.9430
H -1.9155 1.3624 2.5280
H -2.2962 -0.1461 3.3659
H -2.3066 -0.9616 1.3537
H -0.3049 -2.1572 0.7556
H 0.1543 -1.6874 2.4355
H 1.4583 -0.1452 -1.9145
H 0.3498 -1.4242 -1.4199
H -0.6305 -0.7940 -3.4156
H -1.5322 0.2363 -2.3154
H -0.3263 2.0660 -3.0154
H 0.8519 1.1844 -3.6864
H 2.1270 2.3628 0.3649
H 1.0622 2.6438 -1.4870
O 3.3254 2.2711 -2.3245
C 4.1885 2.8965 -2.8655
O 3.8867 4.1270 -3.3484
C 4.8769 5.0277 -3.8418
C 5.1967 4.7874 -5.3033
C 5.5736 2.3295 -3.0873
H 5.7730 4.9964 -3.2199
H 4.4326 6.0132 -3.7094
H 5.6376 3.8030 -5.4609
H 5.9000 5.5395 -5.6638
H 4.2854 4.8475 -5.8979
H 5.5695 1.7817 -4.0299
H 5.7713 1.6280 -2.2817
H 6.3679 3.0704 -3.1164
O -2.7726 -2.8899 2.6416
C -3.6359 -3.6750 2.3858
O -4.7134 -3.7477 3.2112
C -5.8756 -4.5095 2.8855
C -5.7469 -5.9625 3.2959
C -3.5265 -4.6235 1.2130
H -6.1203 -4.4082 1.8273
H -6.6782 -4.0298 3.4444
H -4.9454 -6.4622 2.7520
H -6.6786 -6.4943 3.0979
H -5.5253 -6.0308 4.3608
H -3.0007 -5.5187 1.5458
H -2.9229 -4.1310 0.4553
H -4.4764 -4.9173 0.7751


The following HOMO-LUMO gap values (in eV) correspond, in order, to the records above: 9.662 7.262 0.922 5.945.
The following HOMO values (in eV) correspond, in order, to the records above: -9.2742 -10.6900 -14.9514 -3.6332.